DFT (wB97M-V/def2-TZVPD) results for a 2-piece molecular cluster, C10H14F2N2O6P overall.

Calculated values
DFT total energy: -1491.3256 Eh
HOMO-LUMO gap: 8.518 eV
HOMO energy: -13.9535 eV
LUMO energy: -0.1997 Eh

Structure (ORCA input):
```
! RIJCOSX wB97M-V def2-TZVPD def2/J DEFGRID3
* xyz 1 1
C -1.426 0.474 2.827
C -1.334 0.628 1.313
C -0.106 1.375 0.880
F -0.255 2.029 -0.296
N 1.112 0.491 0.683
C 2.137 0.983 0.005
C 3.280 0.196 -0.169
P 4.660 0.955 -1.091
O 4.296 2.328 -1.387
O 4.954 0.064 -2.357
O 5.928 0.779 -0.143
C 3.247 -1.066 0.396
C 2.109 -1.475 1.094
N 1.053 -0.706 1.224
H -2.426 0.177 3.110
H -0.699 -0.240 3.198
H -1.216 1.430 3.302
H -2.168 1.251 0.999
H -1.449 -0.321 0.801
H 0.190 2.081 1.654
H 2.077 1.984 -0.392
H 5.422 -0.752 -2.134
H 5.779 0.269 0.659
H 4.077 -1.752 0.311
H 2.067 -2.453 1.540
C -3.907 -0.248 -2.341
C -4.361 -1.670 -2.088
O -4.114 -1.822 -0.697
C -4.181 -0.592 -0.123
O -4.254 -0.390 1.041
O -4.148 0.373 -1.071
F -3.621 -2.571 -2.772
H -2.840 -0.213 -2.566
H -4.462 0.257 -3.127
H -5.418 -1.853 -2.283
*
```